1.
# C39H35Cl2LuNO2P

C39H35Cl2LuNO2P as an isolated structure (ωB97M-V/def2-TZVPD, OMol25).

The geometry in XYZ format:
```
81
Properties=species:S:1:pos:R:3:mulliken_charge:R:1
Lu 13.010 8.850 11.028 1.422
C 13.222 9.909 8.672 -0.233
C 12.591 8.652 8.517 -0.897
C 13.579 7.689 8.717 -0.663
C 14.782 8.393 9.041 -0.557
C 14.592 9.721 9.047 -0.827
H 12.795 10.882 8.442 0.651
H 11.609 8.555 8.122 0.628
H 13.474 6.601 8.675 0.519
H 15.687 7.892 9.382 0.374
H 15.293 10.516 9.254 0.487
Cl 17.561 12.262 16.093 -0.220
C 16.681 11.209 15.042 -0.150
C 16.854 9.799 15.007 -0.212
C 16.077 8.932 14.242 -0.866
C 15.176 9.419 13.301 0.389
O 14.598 8.691 12.435 -0.953
C 14.967 10.851 13.335 0.506
C 13.936 11.471 12.562 0.186
O 13.183 10.924 11.748 0.289
C 15.721 11.692 14.164 -0.811
H 17.674 9.384 15.638 0.320
H 16.321 7.853 14.289 0.376
H 13.772 12.525 12.613 0.040
H 15.531 12.771 14.170 0.467
Cl 9.727 11.644 6.427 -0.190
C 9.477 13.312 6.873 0.091
C 8.749 14.090 6.017 -0.427
C 8.528 15.412 6.285 -0.615
C 9.059 15.953 7.452 -0.553
C 9.729 15.168 8.370 0.045
C 9.890 13.797 8.142 -0.137
P 10.872 12.611 9.175 -0.098
C 9.397 11.897 9.999 -0.360
C 9.505 10.560 10.309 0.442
C 8.437 9.935 11.009 -0.502
C 7.372 10.674 11.413 -0.520
C 7.235 12.004 11.041 -1.019
C 8.249 12.578 10.307 0.348
C 11.412 13.719 10.569 0.557
C 10.858 13.630 11.825 0.013
C 11.277 14.426 12.848 -0.445
C 12.331 15.326 12.666 -0.704
C 12.930 15.362 11.410 -0.677
C 12.512 14.583 10.355 -0.567
H 8.327 13.696 5.114 0.436
H 7.970 15.986 5.561 0.379
H 9.060 16.984 7.787 0.372
H 10.116 15.495 9.345 0.391
H 10.300 9.890 10.023 0.310
H 8.503 8.856 11.312 0.209
H 6.604 10.156 12.020 0.351
H 6.352 12.554 11.237 0.504
H 8.058 13.573 9.934 0.406
H 10.146 12.834 12.035 0.252
H 10.862 14.293 13.850 0.330
H 12.749 15.909 13.464 0.421
H 13.695 16.091 11.275 0.435
H 13.023 14.620 9.309 0.263
C 9.946 5.970 9.013 -0.629
N 9.989 5.142 10.178 0.091
C 8.640 4.882 10.616 -0.958
C 10.908 5.585 11.225 -1.594
C 10.543 6.683 12.169 1.954
C 9.617 6.461 13.202 -0.476
C 9.340 7.415 14.193 -0.931
C 10.034 8.607 14.098 -0.881
C 10.913 8.841 13.074 -0.183
C 11.263 7.886 12.107 -0.127
H 9.200 5.571 8.246 0.319
H 10.912 5.989 8.551 0.182
H 9.654 6.993 9.297 0.118
H 8.192 4.439 9.734 0.425
H 8.136 5.821 10.931 0.232
H 8.655 4.188 11.436 0.290
H 11.890 5.826 10.758 0.250
H 11.108 4.692 11.860 0.495
H 9.153 5.516 13.186 0.471
H 8.634 7.138 14.951 0.434
H 9.814 9.413 14.819 0.377
H 11.437 9.766 13.137 0.128
```

- energy relative to the best compared isomer or geometry (same formula, charge and spin) (kcal/mol) = 37.3
- gap between HOMO and LUMO (eV) = 7.46

***

2.
# C39H35N7O4S4Ti

C39H35N7O4S4Ti as an isolated structure (ωB97M-V/def2-TZVPD, OMol25).

The geometry in XYZ format:
```
90
Properties=species:S:1:pos:R:3:mulliken_charge:R:1
Ti -0.804 1.536 -0.283 -0.389
C -4.900 0.118 1.203 -0.472
O -5.317 0.653 -0.061 -0.568
C -5.000 1.963 -0.328 -0.418
C -6.026 2.798 -0.734 -0.494
C -5.789 4.127 -1.080 -0.810
C -4.507 4.630 -0.990 -0.902
C -3.450 3.799 -0.610 0.859
C -2.146 4.381 -0.359 -1.087
N -1.131 3.667 -0.055 1.067
N -0.028 4.344 0.479 -0.975
C 0.619 3.452 1.163 0.615
O 0.202 2.223 1.278 -0.518
C 1.878 3.802 1.863 0.280
C 2.410 5.086 1.774 -0.411
C 3.603 5.383 2.410 -0.604
C 4.272 4.400 3.130 -0.408
C 3.745 3.120 3.214 -0.580
C 2.548 2.821 2.581 -0.271
C -3.677 2.446 -0.314 1.241
O -2.683 1.618 -0.017 0.652
H -5.544 -0.739 1.387 0.258
H -5.050 0.862 1.990 0.289
H -3.858 -0.192 1.183 0.060
H -7.022 2.377 -0.773 0.449
H -6.607 4.757 -1.397 0.387
H -4.301 5.668 -1.216 0.426
H -2.048 5.465 -0.302 0.337
H 1.885 5.833 1.196 0.464
H 4.020 6.378 2.336 0.380
H 5.209 4.633 3.619 0.389
H 4.274 2.349 3.758 0.350
H 2.120 1.827 2.614 0.439
S -2.098 2.050 -3.237 -0.478
C -0.419 2.556 -3.467 0.720
S 0.648 2.650 -2.142 -0.462
C -0.029 2.921 -4.737 0.957
C -0.908 2.829 -5.862 -0.059
N -1.581 2.745 -6.792 -0.618
C 1.289 3.412 -4.996 -0.202
N 2.344 3.811 -5.221 -0.584
S 1.669 0.232 -0.362 -0.353
C 1.416 -1.285 0.316 0.570
N 2.336 -2.290 0.078 -0.034
C 1.991 -3.657 0.417 -0.755
C 1.264 -3.686 1.744 -0.879
N 0.104 -2.815 1.685 0.130
C -1.188 -3.489 1.695 -1.758
C -1.455 -4.229 0.404 0.748
C -1.672 -3.504 -0.772 0.685
C -1.870 -4.171 -1.968 -0.648
C -1.853 -5.561 -2.011 -0.630
C -1.648 -6.284 -0.849 -0.613
C -1.451 -5.615 0.354 -0.526
C 0.243 -1.585 1.078 -0.074
S -1.043 -0.483 1.291 -0.461
C 3.749 -1.986 -0.014 -1.813
C 4.443 -2.024 1.329 0.809
C 4.000 -1.200 2.364 0.200
C 4.623 -1.232 3.600 -0.707
C 5.699 -2.084 3.821 -0.472
C 6.146 -2.904 2.799 -0.646
C 5.517 -2.871 1.559 -0.360
H 2.912 -4.241 0.466 0.492
H 1.356 -4.094 -0.362 0.366
H 1.935 -3.362 2.547 0.465
H 0.920 -4.694 1.975 0.424
H -1.966 -2.744 1.865 0.460
H -1.201 -4.180 2.541 0.575
H -1.693 -2.421 -0.744 0.050
H -2.042 -3.604 -2.872 0.406
H -2.007 -6.076 -2.950 0.396
H -1.639 -7.365 -0.874 0.374
H -1.288 -6.177 1.267 0.369
H 3.857 -0.999 -0.467 0.493
H 4.218 -2.706 -0.691 0.489
H 3.164 -0.536 2.188 0.344
H 4.267 -0.588 4.395 0.430
H 6.185 -2.105 4.788 0.379
H 6.981 -3.572 2.963 0.369
H 5.864 -3.514 0.758 0.367
C -1.145 -0.510 -3.881 -1.273
C -1.788 0.166 -2.690 0.848
N -3.041 -0.391 -2.340 -0.413
O -0.947 0.225 -1.642 -0.180
H -1.187 -1.587 -3.718 0.118
H -0.105 -0.202 -3.953 0.317
H -1.656 -0.268 -4.813 0.370
H -3.743 -0.263 -3.058 0.346
H -3.371 -0.027 -1.453 -0.099
```

- energy relative to the best compared isomer or geometry (same formula, charge and spin) (kcal/mol) = 29.8
- multiplicity = 2
- expectation value of S² = 0.7557
- gap between HOMO and LUMO (alpha / beta) (eV) = 6.22 / 6.83
- net charge = -1

***

3.
# C39H36N3OP2Sm

C39H36N3OP2Sm as an isolated structure (ωB97M-V/def2-TZVPD, OMol25).

The geometry in XYZ format:
```
82
Properties=species:S:1:pos:R:3:mulliken_charge:R:1
Sm 0.298 -0.187 -0.290 -0.291
O 0.093 3.134 0.987 -0.585
C -0.600 2.159 0.727 0.199
N -0.635 0.969 1.379 -0.244
C 0.070 0.985 2.660 -1.202
C 1.153 -0.044 2.816 0.632
C 1.662 -0.298 4.089 -1.001
C 2.699 -1.192 4.243 -0.714
C 3.213 -1.825 3.112 -1.107
C 2.663 -1.525 1.891 -0.190
N 1.645 -0.658 1.726 1.148
C -1.558 2.224 -0.439 0.806
C -2.344 3.346 -0.623 -0.970
C -3.248 3.360 -1.672 -0.448
C -3.326 2.247 -2.500 -1.148
C -2.488 1.177 -2.261 0.087
N -1.602 1.153 -1.252 0.300
H -0.661 0.858 3.462 0.566
H 0.535 1.965 2.804 0.420
H 1.241 0.225 4.937 0.590
H 3.110 -1.394 5.223 0.460
H 4.024 -2.535 3.188 0.571
H 3.042 -1.989 0.987 0.451
H -2.246 4.182 0.056 0.570
H -3.878 4.222 -1.843 0.469
H -4.024 2.213 -3.324 0.478
H -2.519 0.296 -2.890 0.483
C 0.481 -0.290 -3.734 0.563
C 1.984 -0.029 -3.562 -1.816
P 2.537 -0.778 -1.948 2.731
C 3.226 0.611 -0.958 0.406
C 2.509 1.808 -0.803 -0.427
C 2.928 2.762 0.119 -0.868
C 4.035 2.516 0.916 -0.697
C 4.742 1.329 0.778 -0.659
C 4.339 0.380 -0.150 -1.013
C 4.015 -1.722 -2.424 -0.051
C 5.084 -1.047 -3.018 -0.510
C 6.184 -1.763 -3.457 -0.799
C 6.223 -3.145 -3.311 -0.594
C 5.161 -3.816 -2.725 -0.778
C 4.055 -3.105 -2.280 0.043
C 0.170 -1.795 -3.855 -0.704
P -1.440 -2.284 -3.048 0.059
C -0.847 -2.482 -1.279 0.254
C 0.264 -3.270 -0.943 0.240
C 0.554 -3.567 0.381 -0.868
C -0.260 -3.083 1.403 -0.759
C -1.374 -2.311 1.098 -0.807
C -1.674 -2.020 -0.239 -0.523
C -1.518 -4.070 -3.477 0.750
C -1.118 -4.518 -4.734 -0.413
C -1.219 -5.862 -5.064 -0.663
C -1.744 -6.767 -4.155 -0.547
C -2.197 -6.320 -2.922 -0.665
C -2.090 -4.980 -2.584 -0.308
H 0.106 0.235 -4.613 0.747
H -0.047 0.157 -2.877 -0.768
H 2.214 1.037 -3.574 0.608
H 2.538 -0.505 -4.370 0.452
H 1.680 2.063 -1.469 0.510
H 2.387 3.692 0.215 0.475
H 4.356 3.257 1.635 0.454
H 5.615 1.138 1.387 0.490
H 4.908 -0.534 -0.265 0.439
H 5.053 0.030 -3.132 0.430
H 7.014 -1.240 -3.914 0.444
H 7.084 -3.700 -3.659 0.423
H 5.191 -4.891 -2.611 0.482
H 3.222 -3.628 -1.823 0.202
H 0.986 -2.399 -3.452 0.425
H 0.083 -2.055 -4.909 0.512
H 0.831 -3.746 -1.734 0.709
H 1.379 -4.226 0.618 0.574
H -0.066 -3.375 2.427 0.493
H -2.054 -2.006 1.882 0.519
H -2.610 -1.530 -0.480 0.573
H -0.742 -3.825 -5.475 0.289
H -0.893 -6.197 -6.040 0.414
H -1.813 -7.816 -4.409 0.404
H -2.648 -7.010 -2.221 0.420
H -2.465 -4.642 -1.626 0.376
```

- multiplicity = 6
- expectation value of S² = 8.7606
- gap between HOMO and LUMO (alpha / beta) (eV) = 7.03 / 7.62
- net charge = +2